No. 1
Molecular formula: C22H43N4OPPtSSi2Te
Method: DFT, ωB97M-V/def2-TZVPD

Each line ends with the Mulliken spin population.
Cartesian coordinates (Å):
Pt: -0.768 0.301 -0.410  1.283
C: -0.768 -0.032 -4.031  0.013
Si: -1.715 -1.280 -3.029  -0.016
C: -3.421 -0.680 -2.580  0.044
C: -1.804 -2.876 -3.978  0.047
C: -0.675 -1.643 -1.454  0.821
C: 0.781 -1.474 -1.677  -0.189
C: 1.700 -2.408 -2.131  0.077
C: 3.022 -2.011 -2.266  0.000
C: 3.395 -0.712 -1.940  0.018
C: 2.431 0.164 -1.484  -0.049
N: 1.156 -0.213 -1.365  0.251
Si: -1.282 -2.892 -0.113  0.038
C: -0.040 -2.858 1.266  -0.007
C: -1.337 -4.588 -0.866  0.041
C: -2.955 -2.352 0.497  0.040
H: -1.328 0.236 -4.931  -0.001
H: 0.196 -0.436 -4.352  0.002
H: -0.569 0.884 -3.476  -0.008
H: -3.856 -0.191 -3.457  -0.001
H: -3.446 0.043 -1.762  -0.010
H: -4.082 -1.506 -2.309  0.005
H: -2.316 -2.678 -4.924  0.004
H: -2.370 -3.642 -3.452  -0.003
H: -0.813 -3.269 -4.215  0.000
H: 1.378 -3.408 -2.387  -0.001
H: 3.762 -2.713 -2.627  0.000
H: 4.417 -0.378 -2.041  0.001
H: 2.665 1.186 -1.225  0.010
H: 0.938 -3.206 0.926  0.000
H: -0.361 -3.520 2.075  -0.002
H: 0.077 -1.857 1.684  0.013
H: -0.361 -4.902 -1.238  0.000
H: -2.061 -4.675 -1.673  -0.003
H: -1.632 -5.293 -0.083  0.004
H: -3.012 -1.278 0.697  -0.012
H: -3.171 -2.860 1.440  0.003
H: -3.761 -2.597 -0.196  0.004
C: -0.769 2.097 3.883  0.011
N: 0.618 1.665 3.730  0.006
C: 1.513 2.110 4.803  0.003
P: 1.247 0.947 2.409  0.005
O: 0.021 0.758 1.492  0.219
N: 2.032 -0.373 2.940  0.002
C: 3.047 -1.092 2.163  -0.003
C: 1.521 -1.165 4.067  0.001
N: 2.422 1.804 1.627  0.000
C: 3.738 2.009 2.253  0.001
C: 2.030 2.976 0.846  0.006
H: -1.081 1.916 4.912  0.000
H: -1.423 1.523 3.232  -0.003
H: -0.885 3.165 3.678  0.000
H: 1.071 1.861 5.768  0.000
H: 1.677 3.189 4.763  0.000
H: 2.474 1.604 4.740  0.000
H: 3.221 -0.611 1.203  0.001
H: 2.716 -2.115 1.986  0.000
H: 3.988 -1.126 2.715  0.001
H: 0.760 -0.619 4.618  0.000
H: 2.340 -1.394 4.750  0.000
H: 1.095 -2.100 3.704  0.000
H: 3.974 1.204 2.942  -0.001
H: 3.771 2.955 2.798  0.001
H: 4.504 2.028 1.476  0.000
H: 1.216 2.738 0.168  0.011
H: 2.879 3.300 0.243  -0.002
H: 1.741 3.822 1.480  -0.002
Te: -1.734 2.767 -0.065  1.034
C: -2.634 3.505 -1.705  0.057
C: -3.480 4.620 -1.640  0.092
C: -3.915 5.038 -2.898  -0.017
C: -3.393 4.261 -3.909  0.180
S: -2.388 3.025 -3.335  -0.020
H: -3.775 5.086 -0.710  -0.012
H: -4.586 5.866 -3.069  0.002
H: -3.568 4.368 -4.969  0.008

Its multiplicity is 5. As for the expectation value of S²: 6.0322. For the total energy, the calculation gives -77925.511 eV. The calculation puts the frontier orbital gap (alpha / beta) at 8.74 / 5.67 eV. Its HOMO energy (alpha / beta) is -13.67 / -14.23 eV. The LUMO energy (alpha / beta) is -4.929 / -8.564 eV. The largest force on an atom comes out at 0.68 eV Å⁻¹. Its total charge is +2.

---

No. 2
Molecular formula: C20H39Cl38F3NO2S
Method: DFT, ωB97M-V/def2-TZVPD

Each line ends with the Mulliken charge.
Cartesian coordinates (Å):
N: -1.655 -1.484 -0.844  -0.449
S: -0.139 -1.679 -0.741  0.896
O: 0.443 -1.493 0.575  -0.646
O: 0.300 -2.920 -1.371  -0.729
C: 0.726 -0.356 -1.729  0.519
F: 2.015 -0.785 -1.833  -0.295
F: 0.789 0.803 -1.051  -0.216
F: 0.251 -0.148 -2.948  -0.186
H: -2.099 -2.392 -0.793  0.127
C: -2.359 0.035 -5.100  -0.434
Cl: -3.408 -0.701 -6.336  -0.153
Cl: -2.530 -0.735 -3.527  -0.009
H: -1.328 -0.061 -5.423  0.302
H: -2.624 1.082 -5.008  0.280
C: 3.429 -3.248 -0.491  0.469
Cl: 4.254 -3.448 1.066  -0.182
Cl: 3.680 -4.643 -1.555  -0.216
H: 2.365 -3.131 -0.313  -0.026
H: 3.833 -2.362 -0.965  -0.076
C: 5.140 0.456 0.571  -0.422
Cl: 3.773 0.068 -0.473  0.014
Cl: 5.302 2.209 0.822  -0.120
H: 4.989 -0.019 1.534  0.250
H: 6.051 0.088 0.113  0.321
C: -5.448 -1.588 -0.528  -0.262
Cl: -4.606 -2.896 -1.347  -0.154
Cl: -6.957 -2.137 0.227  -0.171
H: -4.799 -1.185 0.243  0.273
H: -5.686 -0.821 -1.253  0.290
C: 8.423 2.503 2.815  -0.133
Cl: 9.218 2.278 4.380  -0.102
Cl: 8.677 1.119 1.747  -0.161
H: 7.357 2.625 2.976  0.183
H: 8.830 3.388 2.340  0.222
C: 12.671 3.314 6.367  -0.145
Cl: 13.613 4.100 7.646  -0.184
Cl: 11.574 2.095 7.019  -0.124
H: 12.085 4.067 5.852  0.320
H: 13.352 2.835 5.675  0.113
C: -5.381 0.767 -9.496  -0.005
Cl: -6.736 1.319 -10.498  -0.164
Cl: -5.519 -0.947 -9.100  -0.177
H: -4.460 0.927 -10.039  0.104
H: -5.375 1.333 -8.577  0.217
C: -5.600 -4.419 2.863  -0.324
Cl: -4.758 -2.869 2.978  -0.131
Cl: -5.022 -5.379 1.497  -0.134
H: -5.430 -4.974 3.776  0.385
H: -6.658 -4.229 2.732  0.198
C: 15.287 0.214 5.059  -0.232
Cl: 13.717 0.551 4.320  -0.130
Cl: 16.625 0.715 4.018  -0.151
H: 15.355 0.755 5.996  0.230
H: 15.364 -0.852 5.236  0.299
C: -1.178 2.800 0.568  -0.293
Cl: -2.205 3.457 1.861  -0.197
Cl: -2.123 2.005 -0.681  -0.096
H: -0.622 3.617 0.123  0.305
H: -0.497 2.074 1.001  0.220
C: 3.147 -2.540 4.789  -0.401
Cl: 2.948 -4.284 5.034  -0.173
Cl: 2.298 -1.976 3.354  0.020
H: 2.752 -2.024 5.657  0.317
H: 4.204 -2.327 4.678  0.248
C: -8.077 -7.622 3.627  -0.131
Cl: -8.781 -6.013 3.851  -0.180
Cl: -6.346 -7.542 3.260  -0.168
H: -8.215 -8.186 4.539  0.277
H: -8.579 -8.106 2.805  0.203
C: 5.603 6.404 0.826  -0.255
Cl: 7.352 6.378 1.096  -0.159
Cl: 4.782 5.133 1.733  -0.130
H: 5.217 7.366 1.145  0.300
H: 5.412 6.255 -0.230  0.252
C: -11.899 -9.442 3.686  -0.249
Cl: -10.173 -9.825 3.778  -0.143
Cl: -12.392 -8.340 4.974  -0.144
H: -12.098 -8.973 2.730  0.246
H: -12.464 -10.362 3.778  0.296
C: -2.941 4.010 -9.971  -0.240
Cl: -2.588 2.646 -11.038  -0.156
Cl: -4.129 3.601 -8.725  -0.128
H: -2.022 4.314 -9.485  0.275
H: -3.335 4.823 -10.569  0.277
C: -7.453 1.483 -14.145  0.061
Cl: -9.037 1.990 -14.748  -0.164
Cl: -6.153 1.975 -15.238  -0.161
H: -7.285 1.939 -13.177  -0.016
H: -7.443 0.403 -14.054  0.272
C: 9.980 4.803 9.005  0.267
Cl: 8.637 4.376 7.940  -0.131
Cl: 10.120 6.554 9.218  -0.167
H: 9.813 4.347 9.974  0.278
H: 10.900 4.431 8.572  -0.246
C: -9.323 -0.976 -2.644  -0.212
Cl: -9.966 0.667 -2.496  -0.174
Cl: -7.608 -0.978 -3.046  -0.090
H: -9.454 -1.488 -1.696  0.189
H: -9.865 -1.491 -3.428  0.291
C: -3.833 5.369 4.465  0.248
Cl: -4.375 4.259 5.728  -0.154
Cl: -5.050 6.606 4.119  -0.165
H: -2.925 5.858 4.798  0.279
H: -3.642 4.805 3.561  -0.166

For the total energy, the calculation gives -521798.924 eV. The calculation puts the frontier orbital gap at 6.76 eV. Its HOMO energy is -5.34 eV. The LUMO energy is 1.413 eV. The largest force on an atom comes out at 2.51 eV Å⁻¹. Its total charge is -1.

---

No. 3
Molecular formula: C2H7N3S
Method: DFT, ωB97M-V/def2-TZVPD

Each line ends with the natural charge from an NBO analysis.
Cartesian coordinates (Å):
H: -1.267 1.270 -0.140  0.393
N: -0.213 1.073 -0.388  -0.699
C: -0.095 -0.147 -0.275  0.220
N: -1.190 -1.071 -0.131  -0.499
N: -2.323 -0.057 -0.087  -0.692
S: 1.389 -1.059 -0.299  0.211
C: 2.509 0.384 0.090  -0.773
H: -1.035 -1.562 0.908  0.371
H: -2.896 -0.256 0.764  0.359
H: -3.049 -0.540 -0.802  0.371
H: 3.561 -0.149 -0.276  0.231
H: 2.534 0.737 1.174  0.224
H: 2.075 1.376 -0.537  0.282

For the total energy, the calculation gives -17489.805 eV. The calculation puts the frontier orbital gap at 9.44 eV. Its HOMO energy is -8.80 eV. The LUMO energy is 0.637 eV. The largest force on an atom comes out at 6.31 eV Å⁻¹.

---

No. 4
Molecular formula: C3H3NO2
Method: DFT, ωB97M-V/def2-TZVPD

Each line ends with the Mulliken spin population.
Cartesian coordinates (Å):
C: 2.088 -1.298 -0.153  0.005
C: 1.277 -0.425 -0.109  0.458
C: -0.534 1.021 0.055  -0.105
N: -1.574 0.086 0.113  0.225
O: -2.222 -0.134 1.134  0.601
O: -1.850 -0.423 -0.966  0.792
H: 3.087 -1.732 -0.128  0.004
H: -0.213 1.455 -0.916  0.013
H: -0.059 1.448 0.971  0.007

Its multiplicity is 3. As for the expectation value of S²: 2.0555. For the total energy, the calculation gives -8733.141 eV. The calculation puts the frontier orbital gap (alpha / beta) at 9.21 / 5.44 eV. Its HOMO energy (alpha / beta) is -9.29 / -9.92 eV. The LUMO energy (alpha / beta) is -0.079 / -4.481 eV. The largest force on an atom comes out at 7.98 eV Å⁻¹.

---

No. 5
Molecular formula: C4H11O2S
Method: DFT, ωB97M-V/def2-TZVPD

Each line ends with the natural charge from an NBO analysis.
Cartesian coordinates (Å):
C: 0.513 -2.248 -2.112  -0.066
O: -0.035 -1.108 -2.781  -0.743
C: 1.410 -1.955 -0.941  -0.437
C: 0.819 -1.765 0.501  -0.397
C: 0.101 -0.448 0.649  -0.525
S: -0.605 -0.448 2.346  -0.720
H: 0.933 -2.866 -2.905  0.164
H: -0.291 -2.880 -1.730  0.148
H: 2.217 -2.704 -0.980  0.189
H: 1.917 -0.984 -1.168  0.194
H: 0.210 -2.654 0.654  0.197
H: 1.694 -1.761 1.148  0.202
H: -0.714 -0.340 -0.096  0.147
H: 0.692 0.449 0.380  0.176
H: -0.570 6.705 0.087  0.475
H: -1.719 6.818 1.173  0.478
H: -0.592 -0.612 -2.199  0.471
O: -1.457 6.978 0.259  -0.954

For the total energy, the calculation gives -19256.773 eV. The calculation puts the frontier orbital gap at 5.37 eV. Its HOMO energy is -2.39 eV. The LUMO energy is 2.977 eV. The largest force on an atom comes out at 2.80 eV Å⁻¹. Its total charge is -1.

---

No. 6
Molecular formula: C4H6N2OS
Method: DFT, ωB97M-V/def2-TZVPD

Each line ends with the natural charge from an NBO analysis.
Cartesian coordinates (Å):
O: 2.181 -1.151 0.022  -0.725
C: 1.108 -0.384 0.762  0.037
C: 0.958 0.623 -0.331  -0.109
N: 0.215 1.854 -0.098  -0.432
C: -0.956 1.579 0.275  0.245
N: -1.283 0.160 0.256  -0.617
S: -2.687 -0.733 0.100  0.232
C: -0.036 -0.444 -0.107  -0.096
H: 1.839 -2.211 -0.372  0.457
H: 1.170 -0.300 1.945  0.218
H: 1.916 0.874 -0.960  0.259
H: -1.742 2.424 0.466  0.216
H: -2.559 -0.772 -1.402  0.102
H: -0.127 -1.520 -0.554  0.212

For the total energy, the calculation gives -20103.259 eV. The calculation puts the frontier orbital gap at 9.39 eV. Its HOMO energy is -8.89 eV. The LUMO energy is 0.501 eV. The largest force on an atom comes out at 5.43 eV Å⁻¹.

---

No. 7
Molecular formula: C3H3F3O
Method: DFT, ωB97M-V/def2-TZVPD

Each line ends with the natural charge from an NBO analysis.
Cartesian coordinates (Å):
C: 0.637 0.296 -0.470  0.897
C: -2.561 -0.974 -0.263  0.670
C: 1.265 0.895 0.736  -0.761
O: -0.424 -0.129 -0.777  -0.547
F: 1.673 0.044 -1.311  -0.356
F: -2.069 -1.836 0.583  -0.340
F: -2.569 -1.595 -1.442  -0.346
H: 0.845 0.354 1.582  0.265
H: 0.864 1.908 0.868  0.255
H: 2.339 1.037 0.494  0.264

For the total energy, the calculation gives -13357.163 eV. The calculation puts the frontier orbital gap at 11.17 eV. Its HOMO energy is -10.44 eV. The LUMO energy is 0.724 eV. The largest force on an atom comes out at 1.76 eV Å⁻¹.

---

No. 8
Molecular formula: C4H10O
Method: DFT, ωB97M-V/def2-TZVPD

Each line ends with the natural charge from an NBO analysis.
Cartesian coordinates (Å):
C: 2.273 0.599 0.225  -0.621
C: 1.146 -0.390 0.007  -0.053
O: 0.026 0.322 -0.466  -0.552
C: -1.161 -0.439 -0.576  -0.059
C: -2.259 0.219 0.244  -0.624
H: 3.157 0.094 0.626  0.209
H: 1.961 1.375 0.931  0.212
H: 2.544 1.084 -0.718  0.212
H: 1.451 -1.166 -0.716  0.158
H: 0.899 -0.904 0.951  0.157
H: -0.994 -1.468 -0.229  0.164
H: -1.450 -0.496 -1.635  0.171
H: -3.206 -0.321 0.141  0.207
H: -2.407 1.252 -0.087  0.213
H: -1.980 0.238 1.303  0.206

For the total energy, the calculation gives -6357.182 eV. The calculation puts the frontier orbital gap at 10.82 eV. Its HOMO energy is -9.63 eV. The LUMO energy is 1.197 eV. The largest force on an atom comes out at 0.28 eV Å⁻¹.

---

What are the M values for these records? In order: 821.5 1761.8 105.2 85.1 123.2 130.2 112.0 74.1 g mol⁻¹.